No. 1
178
Properties=species:S:1:pos:R:3 method="wB97M-V/def2-TZVPD" relative_energy_kcal_mol=0.0 e_tot_ev=-84765.5383 e_lumo_ev=0.50 spin_multiplicity=1 smiles="COC[C@H](C)N.COC[C@H](C)N.COC[C@H](C)N.COC[C@H](C)N.COC[C@H](C)N.COC[C@H](C)N.COC[C@H](C)N.COC[C@H](C)N.COC[C@H](C)N.COC[C@H](C)N.NC(N)=O"
C -1.9248 19.5993 1.9977
O -1.5464 19.1620 3.2866
C -2.2057 17.9413 3.6333
C -1.5713 17.4038 4.9100
C -0.0592 17.2416 4.7847
N -2.2223 16.1402 5.2745
H -1.1917 20.3482 1.7026
H -2.9433 19.9986 1.9853
H -1.8949 18.7993 1.2505
H -3.2812 18.1021 3.7546
H -2.0378 17.2743 2.7809
H -1.7495 18.0674 5.7651
H 0.0725 16.4677 4.0202
H 0.4411 16.8765 5.6822
H 0.4269 18.1537 4.4455
H -3.1818 16.3839 5.5318
H -1.8392 15.8235 6.1638
C -8.0192 14.1759 6.3193
O -7.2285 14.9815 7.1611
C -6.5519 15.9440 6.3350
C -5.6777 16.8355 7.1891
C -6.4802 17.6329 8.2200
N -4.9511 17.7554 6.2978
H -7.5050 13.5795 5.5631
H -8.8997 14.6756 5.9012
H -8.4982 13.4302 6.9644
H -5.8627 15.4241 5.6647
H -7.3365 16.5109 5.8241
H -4.9511 16.2261 7.7405
H -7.2558 18.2409 7.7387
H -5.9453 18.2839 8.9117
H -7.0902 16.9493 8.8231
H -4.4218 18.4594 6.8237
H -5.7411 18.2616 5.8954
C -7.0676 25.0008 8.9817
O -6.4502 23.7361 8.9074
C -5.4308 23.5854 9.8725
C -4.6746 22.2739 9.6812
C -3.6537 22.0360 10.7878
N -3.9971 22.3256 8.3737
H -6.4354 25.7986 8.5863
H -7.2278 25.2050 10.0510
H -8.0841 25.0299 8.5960
H -4.7561 24.4398 9.7165
H -5.8725 23.6708 10.8736
H -5.3751 21.4294 9.6448
H -3.1045 21.1089 10.6055
H -4.2288 21.8371 11.6974
H -2.8884 22.7974 10.9168
H -3.7962 21.3675 8.0693
H -4.6903 22.6918 7.7245
C -4.5442 24.2931 5.2475
O -4.4201 23.3008 4.2611
C -3.7896 22.0769 4.5804
C -2.3358 22.3113 5.0548
C -1.5123 23.0555 4.0199
N -1.6357 21.0532 5.3646
H -3.5695 24.6345 5.6041
H -5.2188 23.9630 6.0457
H -5.0447 25.1338 4.7651
H -4.3244 21.4944 5.3394
H -3.7609 21.4941 3.6611
H -2.2487 22.8825 5.9826
H -1.9388 24.0012 3.6902
H -1.4135 22.3914 3.1530
H -0.4718 23.1851 4.3233
H -2.1621 20.5100 6.0530
H -1.6197 20.4260 4.5424
C 2.1038 20.2411 6.9116
O 3.4569 20.6637 6.8549
C 3.6309 22.0192 7.2148
C 5.0426 22.4208 6.8261
C 6.1368 21.6052 7.5098
N 5.3608 23.8215 7.0459
H 2.0431 19.1541 6.8261
H 1.5221 20.5904 6.0538
H 1.5664 20.4858 7.8315
H 2.9016 22.6799 6.7341
H 3.4947 22.0501 8.3046
H 5.0510 22.1625 5.7562
H 7.1523 21.8108 7.1588
H 6.0619 20.5226 7.3959
H 6.1711 21.8600 8.5724
H 6.2021 24.1020 6.5607
H 4.6290 24.4388 6.7095
C 2.2511 25.0175 11.4473
O 1.8407 24.7827 10.1282
C 0.8243 23.8031 10.0552
C 0.3942 23.5948 8.6148
C -0.3772 24.8334 8.0906
N -0.4428 22.4050 8.4469
H 1.4934 25.4584 12.1074
H 3.0570 25.7478 11.3728
H 2.6168 24.1350 11.9839
H 1.0424 22.8687 10.5850
H -0.0732 24.1697 10.5763
H 1.2122 23.5503 7.8939
H -1.0757 25.2475 8.8211
H -0.9077 24.6296 7.1603
H 0.3426 25.6196 7.8441
H -0.5184 22.3030 7.4362
H -1.3975 22.5767 8.7457
C -3.9115 18.0768 12.0466
O -4.1985 17.0891 13.0080
C -4.0206 15.7663 12.5577
C -4.9141 15.3529 11.3915
C -6.3587 15.6563 11.6504
N -4.8280 13.8810 11.2011
H -4.2113 19.0679 12.3828
H -4.4136 17.8323 11.1074
H -2.8337 18.1615 11.8540
H -2.9749 15.4978 12.3743
H -4.2709 15.1412 13.4210
H -4.5544 15.8330 10.4775
H -6.5613 16.7242 11.8192
H -6.7715 15.1856 12.5469
H -7.0608 15.4283 10.8447
H -5.4878 13.6362 10.4705
H -5.1983 13.4179 12.0253
C -4.2307 9.5664 5.9196
O -3.6683 10.8462 5.8157
C -3.4152 11.4437 7.0556
C -2.9079 12.8490 6.8838
C -2.5030 13.5052 8.1861
N -3.9271 13.7404 6.2656
H -5.1252 9.5384 6.5490
H -3.5286 8.9284 6.4840
H -4.3302 9.0386 4.9761
H -4.2420 11.4087 7.7774
H -2.6241 10.8672 7.5611
H -2.0733 12.9033 6.1738
H -3.3388 13.4662 8.8928
H -2.3318 14.5802 8.1087
H -1.6313 13.0265 8.6338
H -3.4995 14.5242 5.7747
H -4.2307 13.2232 5.4352
C 2.3102 14.1805 8.3759
O 1.0113 14.6645 8.2555
C 0.7331 15.9814 8.6595
C 0.4158 16.0434 10.1334
C -0.7095 15.1754 10.6108
N 0.0881 17.4477 10.4834
H 2.8006 14.4792 9.3132
H 2.9539 14.6217 7.6004
H 2.3495 13.0975 8.2891
H 1.5204 16.6734 8.3353
H -0.1488 16.2943 8.0914
H 1.2440 15.7643 10.8011
H -0.8539 15.1526 11.6911
H -0.6037 14.1416 10.2824
H -1.6567 15.5271 10.1857
H -0.0403 17.5348 11.4851
H 0.8862 18.0263 10.2384
C 2.4407 19.9664 10.7207
O 3.0762 18.7362 10.9234
C 4.4611 18.8899 11.1437
C 5.1474 17.5130 11.1008
C 4.7736 16.5706 12.2400
N 6.6041 17.7638 11.0938
H 1.3902 19.9053 10.4296
H 2.8994 20.4510 9.8494
H 2.4701 20.6656 11.5635
H 4.9334 19.4569 10.3297
H 4.6258 19.4945 12.0432
H 4.9181 17.0978 10.1194
H 4.9441 16.8540 13.2785
H 5.3138 15.6239 12.1297
H 3.7246 16.2730 12.1466
H 6.8769 18.6563 11.4803
H 7.0622 17.0230 11.6045
N -2.5008 17.6839 8.5478
C -2.3821 19.0116 8.2609
N -1.2538 19.5305 8.7793
O -3.1573 19.6464 7.5203
H -1.8527 17.2724 9.2020
H -3.2236 17.0956 8.1708
H -0.7629 19.0101 9.4955
H -1.0388 20.5254 8.6547

---

No. 2
181
Properties=species:S:1:pos:R:3 method="wB97M-V/def2-TZVPD" relative_energy_kcal_mol=100.1 e_tot_ev=-84651.1966 e_lumo_ev=0.34 spin_multiplicity=1
C -14.3675 16.8784 4.1898
C -12.8747 16.7809 4.2260
C -12.2766 16.5213 2.8724
O -12.4099 18.0247 4.7387
H -14.7728 16.9968 5.1947
H -14.8378 15.9692 3.8153
H -14.7804 17.6808 3.5785
H -12.5941 15.9454 4.8674
H -12.4897 17.3762 2.2306
H -12.6829 15.6545 2.3512
H -11.1933 16.5434 2.9908
H -12.5684 18.6476 4.0256
C -7.1208 11.3804 -7.5501
C -7.7434 12.6608 -6.9430
C -9.2332 12.7397 -7.1427
O -7.4976 12.7669 -5.5406
H -6.1438 11.1767 -7.1120
H -6.9811 11.4285 -8.6300
H -7.7550 10.5328 -7.2901
H -7.4623 13.5476 -7.5111
H -9.6283 11.8620 -6.6312
H -9.4506 12.5962 -8.2011
H -9.6857 13.6472 -6.7429
H -7.6829 13.6788 -5.3048
C -7.4433 14.1611 0.3944
C -8.4015 14.2793 1.5516
C -9.7054 13.6032 1.1758
O -7.7700 13.6788 2.6295
H -6.5046 14.6719 0.6091
H -7.8910 14.8049 -0.3628
H -7.2296 13.2078 -0.0889
H -8.6709 15.2859 1.8713
H -10.4027 13.7678 1.9972
H -9.6220 12.5392 0.9545
H -10.1585 14.0746 0.3037
H -8.2788 13.9360 3.4018
C -6.5213 17.5263 -2.1498
C -7.5935 18.5556 -2.4553
C -7.0196 19.8382 -3.0303
O -8.3770 17.9658 -3.4420
H -5.9841 17.1832 -3.0339
H -6.7829 16.6341 -1.5809
H -5.6985 17.9581 -1.5800
H -8.1529 18.7893 -1.5494
H -7.7577 20.6364 -3.1093
H -6.6196 19.6436 -4.0253
H -6.3145 20.2516 -2.3092
H -9.0666 18.6143 -3.6016
C -10.0570 20.1567 2.7001
C -11.3950 20.7164 3.2091
C -11.7233 22.1066 2.5929
O -12.4889 19.9200 2.8758
H -9.5957 19.7237 3.5877
H -9.3554 20.9582 2.4689
H -10.1149 19.3924 1.9251
H -11.2343 20.7427 4.2869
H -11.3129 22.9693 3.1177
H -12.8055 22.2367 2.6008
H -11.5713 22.0797 1.5138
H -12.7418 20.1171 1.9709
C -13.8050 20.3577 -5.3127
C -13.4450 19.1784 -4.3784
C -14.6699 18.3374 -4.1225
O -15.6341 19.1324 -3.4765
C -16.8429 18.3844 -3.1762
N -12.3626 18.4908 -4.9660
H -14.1662 20.0162 -6.2827
H -12.9292 20.9126 -5.6491
H -14.4463 21.0877 -4.8189
H -13.1179 19.5608 -3.4116
H -14.3814 17.4687 -3.5306
H -15.0267 17.9509 -5.0772
H -17.3758 18.1814 -4.1052
H -17.5733 19.0126 -2.6663
H -16.6848 17.4857 -2.5801
H -12.6359 18.2345 -5.9039
H -12.2643 17.5845 -4.5312
C -13.7984 12.4922 -1.0951
C -15.0812 13.3088 -1.1553
C -14.8909 14.8134 -1.5683
O -14.3369 15.5511 -0.5319
C -15.2112 16.0806 0.4031
N -16.0207 12.6356 -2.0770
H -13.1354 13.0020 -0.3961
H -13.3189 12.2804 -2.0507
H -13.9570 11.4921 -0.6915
H -15.5423 13.2763 -0.1682
H -15.8609 15.2312 -1.8378
H -14.2302 14.9560 -2.4235
H -15.8124 15.4619 1.0693
H -15.8622 16.8238 -0.0572
H -14.7292 16.7079 1.1528
H -15.7335 11.6732 -2.1842
H -17.0105 12.5866 -1.8819
C -15.5906 19.9870 -0.0571
C -14.3677 20.7986 -0.5444
C -14.4446 22.3330 -0.3060
O -15.5561 22.9938 -0.9017
C -15.6018 24.4041 -0.4732
N -13.1889 20.2952 0.1162
H -16.4096 20.2015 -0.7436
H -15.9290 20.1909 0.9588
H -15.3579 18.9242 -0.1237
H -14.1286 20.6710 -1.6002
H -13.5561 22.7923 -0.7392
H -14.4220 22.5641 0.7590
H -14.6148 24.8655 -0.5068
H -16.0114 24.5043 0.5319
H -16.2883 24.9942 -1.0803
H -13.0681 19.4344 -0.3982
H -12.3976 20.8448 -0.1869
C -5.5752 20.5304 4.9680
C -4.8586 19.2861 4.4619
C -5.0491 19.0993 2.9517
O -6.4307 18.9190 2.6702
C -6.6667 18.3992 1.3772
N -3.5182 19.2449 4.9314
H -5.2113 21.4570 4.5239
H -5.4762 20.7160 6.0375
H -6.6380 20.5279 4.7260
H -5.2908 18.4504 5.0121
H -4.4244 18.2876 2.5789
H -4.6583 19.9700 2.4252
H -6.3463 17.3701 1.2152
H -6.1918 18.9905 0.5943
H -7.7419 18.4112 1.1981
H -2.9148 18.7727 4.2733
H -3.4241 18.5576 5.6655
C -10.6947 17.2316 -0.2931
C -11.5484 17.2071 -1.6302
C -11.5043 15.8579 -2.3399
O -12.0321 15.9762 -3.6683
C -12.0371 14.7017 -4.3821
N -12.8605 17.7071 -1.3408
H -9.6297 17.0758 -0.4652
H -11.0198 16.5277 0.4730
H -10.7645 18.2366 0.1230
H -11.1106 17.9043 -2.3446
H -12.0648 15.2155 -1.6609
H -10.4574 15.5558 -2.3703
H -12.3414 13.8526 -3.7701
H -10.9860 14.6344 -4.6629
H -12.7307 14.7351 -5.2223
H -13.3328 17.8578 -2.2207
H -13.3885 16.9118 -1.0110
C -14.1056 12.1085 -7.7329
O -13.3206 11.9860 -6.5052
H -14.7159 11.2267 -7.9277
H -14.7225 13.0071 -7.7368
H -13.4252 12.1660 -8.5825
H -13.9333 12.2745 -5.8249
C -9.7042 21.5681 -0.8485
O -10.7841 21.2658 -1.6900
H -8.8923 21.8458 -1.5206
H -9.7647 22.3680 -0.1106
H -9.3442 20.6840 -0.3225
H -10.5590 20.8823 -2.5408
C -9.3024 12.3885 -2.8322
O -9.1880 11.4590 -3.8445
H -10.2060 12.2751 -2.2334
H -8.3390 12.4100 -2.3228
H -9.3794 13.3666 -3.3070
H -8.6912 11.8697 -4.5559
C -7.5380 16.1394 -5.9561
O -8.1590 15.4273 -4.8964
H -7.1021 15.4925 -6.7174
H -8.3461 16.7175 -6.4042
H -6.7770 16.7913 -5.5271
H -8.4238 16.0133 -4.1836
C -9.8642 21.0734 -5.1312
O -10.1450 20.0070 -4.2888
H -10.1054 22.0405 -4.6900
H -8.8008 21.1386 -5.3616
H -10.4135 21.0009 -6.0699
H -10.9537 19.6205 -4.6327
C -15.6336 14.5169 -5.1943
O -14.9949 13.3395 -4.7541
H -15.3038 15.3251 -4.5415
H -15.3857 14.7530 -6.2291
H -16.7193 14.4224 -5.1715
H -15.3232 13.2143 -3.8607

---

Number 1: gap between HOMO and LUMO 0.3249 hartree. Number 2: gap between HOMO and LUMO 0.3482 hartree.